No. 1
Molecular formula: C2H14NO5
Method: DFT, ωB97M-V/def2-TZVPD

Last columns: bonded neighbours and bond lengths (Å).
Cartesian coordinates (Å):
1 H -1.708 -1.878 1.965  N14 1.009
2 H 1.106 -3.219 0.514  C6 1.122
3 O 1.062 5.373 -2.596  H11 0.963, H13 0.972
4 H -4.831 3.635 -1.674  O17 0.961
5 H -6.155 3.429 -2.197  O17 0.973
6 C 1.251 -2.307 1.151  H2 1.122, C10 1.546, H18 1.141, O19 1.329
7 O 2.987 -2.065 -1.524  H9 0.961, H15 0.982
8 H 0.468 -3.355 2.905  C10 1.092
9 H 3.515 -2.432 -0.809  O7 0.961
10 C 0.224 -2.484 2.293  C6 1.546, H8 1.092, H12 1.093, N14 1.493
11 H 0.283 4.816 -2.496  O3 0.963
12 H 0.160 -1.629 2.969  C10 1.093
13 H 1.739 4.697 -2.424  O3 0.972
14 N -1.126 -2.649 1.675  H1 1.009, C10 1.493, H20 1.016
15 H 2.286 -1.587 -1.028  O7 0.982
16 O 0.662 1.744 0.251  H21 0.965, H22 0.979
17 O -5.379 3.985 -2.382  H4 0.961, H5 0.973
18 H 2.225 -2.648 1.636  C6 1.141
19 O 1.282 -1.093 0.612  C6 1.329
20 H -1.004 -2.535 0.673  N14 1.016
21 H -0.034 1.263 -0.215  O16 0.965
22 H 0.987 0.939 0.703  O16 0.979

The highest occupied orbital energy comes out at -3.74 eV. Its net charge is -1. Its maximum force is 2.54 eV/Å. The value obtained for the total energy is -515.556870 Eh. For the molecular weight, the calculation gives 132.14 g mol⁻¹.


No. 2
Molecular formula: H26O13
Method: DFT, ωB97M-V/def2-TZVPD

Last columns: bonded neighbours and bond lengths (Å).
Cartesian coordinates (Å):
1 H 2.600 2.149 -0.389  O28 0.965
2 H -1.699 1.637 -0.407  O3 0.984
3 O -2.157 0.975 0.158  H2 0.984, H19 0.968
4 H -2.214 0.636 2.169  O39 0.973
5 O 2.936 0.247 -1.738  H26 0.962, H27 0.982
6 H -0.429 -1.948 -1.528  O7 0.978
7 O -0.944 -1.719 -2.327  H6 0.978, H29 0.974
8 O 0.323 -2.735 0.073  H23 0.964, H38 0.980
9 O 1.134 -2.715 2.753  H33 0.978, H36 0.962
10 H -0.796 -0.042 -3.072  O20 0.999
11 H 0.693 -0.895 0.031  O16 0.973
12 H 3.317 -0.409 0.982  O18 0.969
13 H 1.357 2.910 -0.838  O28 0.968
14 O 0.706 0.627 3.176  H17 0.976, H21 0.973
15 H 3.667 -0.357 2.476  O18 0.966
16 O 0.652 0.042 -0.229  H11 0.973, H22 0.966
17 H 1.248 0.256 2.453  O14 0.976
18 O 2.936 -0.522 1.866  H12 0.969, H15 0.966
19 H -3.047 1.338 0.272  O3 0.968
20 O -0.603 0.921 -3.255  H10 0.999, H30 0.962
21 H -0.152 0.171 3.111  O14 0.973
22 H -0.266 0.298 -0.073  O16 0.966
23 H 0.207 -3.674 -0.108  O8 0.964
24 O -0.821 2.826 -1.457  H34 0.964, H35 0.988
25 H -3.189 -0.174 -0.924  O37 0.983
26 H 2.726 0.924 -2.388  O5 0.962
27 H 2.095 0.114 -1.248  O5 0.982
28 O 2.317 2.998 -0.750  H1 0.965, H13 0.968
29 H -1.836 -1.513 -1.994  O7 0.974
30 H 0.240 0.911 -3.720  O20 0.962
31 H -2.982 0.072 3.383  O39 0.963
32 H -4.462 -1.027 -1.183  O37 0.963
33 H 1.715 -1.943 2.601  O9 0.978
34 H -0.679 3.699 -1.841  O24 0.964
35 H -0.699 2.186 -2.199  O24 0.988
36 H 1.114 -2.824 3.709  O9 0.962
37 O -3.575 -0.857 -1.516  H25 0.983, H32 0.963
38 H 0.670 -2.694 0.988  O8 0.980
39 O -2.107 0.112 2.982  H4 0.973, H31 0.963

The highest occupied orbital energy comes out at -10.41 eV. Its maximum force is 0.85 eV/Å. The value obtained for the total energy is -993.749166 Eh. For the molecular weight, the calculation gives 234.20 g mol⁻¹.


No. 3
Molecular formula: C7H14N4S
Method: DFT, ωB97M-V/def2-TZVPD

Last columns: bonded neighbours and bond lengths (Å).
Cartesian coordinates (Å):
1 C -0.914 -0.524 -0.389  C5 1.399, C21 1.549, C26 1.402
2 H 1.934 -3.218 0.879  S12 1.350
3 N 1.076 -1.339 0.053  S12 1.568, C21 1.467
4 H 0.662 -0.720 -1.963  C21 1.127
5 C -1.141 -0.049 0.907  C1 1.399, H7 1.046, C22 1.447
6 H 0.305 2.808 -0.638  N11 0.972
7 H -0.346 0.429 1.390  C5 1.046
8 H -4.371 -0.882 1.082  C24 1.064
9 H -1.522 -1.503 -2.243  C26 1.201
10 H -4.063 -1.307 -1.231  C16 1.050
11 N -0.060 1.961 -0.945  H6 0.972, H14 1.060, N15 1.401, H25 1.040
12 S 1.620 -2.754 -0.349  H2 1.350, N3 1.568
13 H 3.351 -0.546 1.060  N17 0.958
14 H -0.997 1.882 -0.457  N11 1.060
15 N 0.938 1.014 -0.680  N11 1.401, H20 1.093, C21 1.451
16 C -3.190 -1.025 -0.720  H10 1.050, C24 1.381, C26 1.366
17 N 2.716 0.148 1.241  H13 0.958, H18 1.021, H19 1.007
18 H 3.231 1.004 1.453  N17 1.021
19 H 2.159 -0.052 2.056  N17 1.007
20 H 1.523 1.031 0.243  N15 1.093
21 C 0.539 -0.364 -0.901  C1 1.549, N3 1.467, H4 1.127, N15 1.451
22 C -2.449 -0.252 1.491  C5 1.447, H23 1.165, C24 1.407
23 H -2.824 -0.106 2.584  C22 1.165
24 C -3.440 -0.701 0.599  H8 1.064, C16 1.381, C22 1.407
25 H -0.283 1.885 -1.958  N11 1.040
26 C -1.903 -1.152 -1.159  C1 1.402, H9 1.201, C16 1.366

The highest occupied orbital energy comes out at -16.66 eV. Its net charge is +2. Its maximum force is 3.71 eV/Å. The value obtained for the total energy is -891.547229 Eh. For the molecular weight, the calculation gives 186.28 g mol⁻¹.